(1)
ORCA calculation (wB97M-V/def2-TZVPD) on a molecular structure, C10H10F5NSn in a non-equilibrium geometry.

Geometry (Å):
C 1.444 1.911 0.164
C 1.890 1.036 -0.911
C 2.811 0.095 -0.341
C 2.903 0.350 1.047
C 2.100 1.477 1.359
Sn -0.176 -0.184 0.074
C -1.056 -0.277 -1.960
C -2.026 0.854 -1.629
C -2.769 1.472 -2.633
N -1.969 1.143 -0.330
H 3.403 -0.625 -0.906
H 1.680 1.176 -1.971
H 3.552 -0.180 1.746
H 2.050 1.980 2.324
H 0.821 2.797 0.045
H -0.328 -0.055 -2.745
H -2.618 1.815 0.077
H -1.551 -1.246 -2.094
H -2.560 1.150 -3.647
H -3.464 2.261 -2.379
F -1.651 -2.608 1.183
C -0.353 -2.136 1.252
F -0.024 -1.965 2.581
C 0.579 -3.209 0.671
F 0.403 -4.400 1.277
F 0.353 -3.373 -0.670
F 1.885 -2.838 0.834

**Highest occupied orbital energy**: 2.21 eV
**LUMO level**: 5.944 eV
**HOMO-LUMO gap**: 3.739 eV
**E_tot**: -1155.26977 a.u.
**Net charge**: -2

(2)
ORCA calculation (wB97M-V/def2-TZVPD) on 2 unconnected molecules or ions with the total composition C10H10FN in a non-equilibrium geometry.

Geometry (Å):
F 0.842 0.872 -1.519
C -0.065 -0.096 -1.353
C 0.129 -0.738 0.021
C 1.028 -0.250 0.973
C 0.907 -0.689 2.275
C 0.053 -1.809 2.501
C -0.634 -2.326 1.434
N -0.489 -1.890 0.207
C -0.613 -0.766 -2.527
C -1.481 0.209 -1.723
H 1.616 0.664 0.749
H 1.526 -0.294 3.030
H -0.082 -2.204 3.608
H -1.302 -3.183 1.657
H -0.885 -1.819 -2.380
H -0.412 -0.387 -3.440
H -1.881 1.098 -2.109
H -2.100 -0.322 -0.968
C 0.501 3.471 0.302
C 1.380 3.250 -0.443
H -0.210 3.888 0.905
H 2.172 3.322 -1.199

**Energy relative to the best compared isomer or geometry (same formula, charge and spin)**: 74.44 kcal/mol
**Highest occupied orbital energy**: -9.23 eV
**LUMO level**: 1.000 eV
**SMILES**: FC1(c2ccccn2)CC1.C#C
**HOMO-LUMO gap**: 10.229 eV
**E_tot**: -541.51644 a.u.
**Net charge**: 0

(3)
ORCA calculation (wB97M-V/def2-TZVPD) on a molecular structure, C10H10IN2 in a non-equilibrium geometry.

Geometry (Å):
C 0.805 -3.350 0.028
C -0.603 -3.469 0.003
C 1.399 -2.120 -0.007
C -1.338 -2.338 -0.039
C 1.288 0.414 -0.029
C 0.716 -0.844 -0.067
C -0.748 -0.978 -0.089
C 0.677 1.672 -0.031
C -1.551 0.079 0.021
C 1.473 2.967 0.132
N -0.624 1.785 -0.269
N -1.343 2.876 -0.226
I -3.586 0.269 0.066
H 1.356 -4.359 -0.011
H -1.181 -4.482 -0.007
H 2.495 -2.048 -0.292
H -2.344 -2.348 0.192
H 2.442 0.421 -0.043
H 2.318 3.008 -0.457
H 0.708 3.787 -0.300
H 1.504 3.149 1.270
H -1.612 3.167 0.826
H -2.250 2.743 -0.671

**Energy relative to the best compared isomer or geometry (same formula, charge and spin)**: 0.00 kcal/mol
**Highest occupied orbital energy (spin up / spin down)**: -12.01 / -12.01 eV
**LUMO level (spin up / spin down)**: -5.138 / -5.139 eV
**HOMO-LUMO gap (spin up / spin down)**: 6.875 / 6.873 eV
**E_tot**: -793.85971 a.u.
**Net charge**: +1

(4)
ORCA calculation (wB97M-V/def2-TZVPD) on a molecular structure, C10H10INO2S in a non-equilibrium geometry.

Geometry (Å):
C -4.576 -0.238 1.277
C 4.109 0.184 -0.486
C 3.631 1.452 -0.205
C 3.208 -0.880 -0.727
C 2.302 1.697 0.100
C 1.878 -0.592 -0.668
C 1.513 0.580 -0.033
C -3.312 -2.363 0.582
C -0.924 1.313 -1.147
C -3.795 -0.953 0.341
N -5.119 0.172 2.209
O -0.715 -0.484 0.787
O -0.248 1.921 1.382
S -0.170 0.862 0.453
I -2.892 0.105 -1.092
H 5.227 0.156 -0.565
H 4.376 2.343 -0.090
H 3.452 -1.841 -1.052
H 2.070 2.721 0.487
H 0.994 -1.306 -0.831
H -4.058 -2.770 1.349
H -3.131 -3.044 -0.234
H -2.271 -2.202 1.140
H -0.371 0.857 -1.872
H -1.179 2.311 -1.105

**Energy relative to the best compared isomer or geometry (same formula, charge and spin)**: 46.17 kcal/mol
**Highest occupied orbital energy (spin up / spin down)**: -7.73 / -7.97 eV
**LUMO level (spin up / spin down)**: -1.035 / -1.011 eV
**HOMO-LUMO gap (spin up / spin down)**: 6.699 / 6.956 eV
**E_tot**: -1287.95533 a.u.
**Net charge**: 0

(5)
ORCA calculation (wB97M-V/def2-TZVPD) on a molecular structure, C10H10INO3 in a non-equilibrium geometry.

Geometry (Å):
C -1.799 2.270 -0.773
C -0.598 2.415 -0.013
C -1.863 1.276 -1.716
C 0.435 1.530 -0.224
C -0.780 0.437 -2.013
C 0.449 0.585 -1.300
C 1.459 -0.318 -1.697
C 0.595 -1.902 0.449
C 1.722 -1.016 0.917
C 2.705 -0.708 -0.127
N 3.565 -1.688 -0.700
O 1.721 -0.767 -2.751
O 3.202 -2.822 -0.670
O 4.573 -1.328 -1.215
I 3.983 1.008 0.358
H -2.601 2.921 -0.631
H -0.605 3.239 0.704
H -2.771 1.068 -2.283
H 1.379 1.832 0.240
H -0.590 -0.028 -2.987
H 0.663 -2.009 -0.729
H 0.776 -2.847 0.830
H -0.332 -1.440 0.635
H 2.158 -1.524 1.816
H 1.448 -0.082 1.319

**Energy relative to the best compared isomer or geometry (same formula, charge and spin)**: 12.20 kcal/mol
**Highest occupied orbital energy**: -9.13 eV
**LUMO level**: -0.808 eV
**HOMO-LUMO gap**: 8.324 eV
**E_tot**: -965.02651 a.u.
**Net charge**: 0